A gas-phase ion, CH3BrO2P (charge -1) at a distorted geometry. Source: OMol25; level of theory: ωB97M-V/def2-TZVPD.

Structure (XYZ):
```
8
Properties=species:S:1:pos:R:3:forces:R:3
Br 2.01462 -1.20796 -0.54515 0.6474 -0.4398 0.1008
P 0.37582 0.28854 -0.71617 2.5598 5.9174 1.8402
O -0.28109 0.09596 -2.01410 -0.4900 -0.1421 -0.5407
O 1.27957 2.10116 -0.29023 -2.9245 -5.7345 -1.0884
C -0.68835 -0.24846 0.69755 0.2102 0.2253 -0.3294
H -0.45567 -1.27231 0.98967 -0.0123 0.0737 -0.0859
H -0.52677 0.42804 1.53021 0.0397 0.0615 0.0768
H -1.71813 -0.18498 0.34822 -0.0304 0.0386 0.0265
```
Positions in Å, forces in eV/Å.

Output
Total charge: -1
HOMO energy: -4.032 eV
Calculated total energy: -3105.79947 a.u.
Energy above the lowest of the compared OMol25 structures with the same formula, charge and spin: 302.8 kJ/mol
LUMO energy: 3.497 eV
Structure (SMILES): C[P@](=O)([O-])Br


A single CH3BrOS molecule at a distorted geometry. Source: OMol25; level of theory: ωB97M-V/def2-TZVPD.

Structure (XYZ):
```
7
Properties=species:S:1:pos:R:3:forces:R:3
Br -2.26011 -0.94304 0.08016 -0.0557 -0.1823 0.0666
S -0.86200 0.78529 0.46941 2.0501 -3.0656 2.0618
O -0.92662 1.63483 -0.65110 -0.2158 2.3341 -2.5302
C 0.76375 -0.26189 0.15333 -1.1482 -0.1198 -2.1680
H 0.70421 -1.32279 0.51144 0.0595 1.2216 -0.2906
H 0.93674 -0.16914 -0.98793 -1.0760 -0.6584 1.5259
H 1.64402 0.27673 0.42470 0.3862 0.4704 1.3345
```
Positions in Å, forces in eV/Å.

Output
Total charge: 0
HOMO energy: -9.894 eV
Calculated total energy: -3087.30023 a.u.
Energy above the lowest of the compared OMol25 structures with the same formula, charge and spin: 33.7 kJ/mol
LUMO energy: -0.227 eV


A molecular structure, CH3CeCl2O at a distorted geometry. Source: OMol25; level of theory: ωB97M-V/def2-TZVPD.

Structure (XYZ):
```
8
Properties=species:S:1:pos:R:3:forces:R:3
Ce -0.60050 0.92314 1.22666 -0.7658 -1.4462 3.4919
Cl -1.78205 -1.78109 0.31215 2.3585 1.5105 -0.5588
Cl 1.82496 0.90394 0.31093 0.3288 0.5836 -1.2499
O -0.51902 0.84174 3.02351 -0.1048 0.2129 -3.4692
C 0.06762 -0.81991 -0.46938 -2.5374 0.0721 -1.2543
H -0.47521 -0.27881 -1.31547 0.2115 0.6279 0.7767
H 0.80543 1.67152 -1.96731 0.3461 -0.8445 1.1048
H 0.67877 -1.46053 -1.12109 0.1631 -0.7162 1.1587
```
Positions in Å, forces in eV/Å.

Output
Total charge: +1
HOMO energy (alpha / beta): -13.948 / -13.947 eV
Calculated total energy: -1510.13246 a.u.
LUMO energy (alpha / beta): -9.141 / -9.144 eV


A single CH3Cl2FSi molecule at a distorted geometry. Source: OMol25; level of theory: ωB97M-V/def2-TZVPD.

Structure (XYZ):
```
8
Properties=species:S:1:pos:R:3:forces:R:3
Cl -1.80118 1.57216 0.97016 0.3788 -0.1726 -0.0300
Cl -1.71061 -1.67350 0.26376 0.0896 0.0876 0.2001
Si -0.79691 0.11448 -0.01745 -0.1396 0.4951 -5.1790
F -1.12473 0.42933 -1.83154 0.6863 -0.5489 4.2113
C 1.06694 -0.04929 0.12212 -0.3206 0.3102 -2.7844
H 1.67780 0.84530 0.03324 -0.3739 0.2970 0.2185
H 1.14005 -0.46016 1.05323 0.7773 -1.0595 2.8186
H 1.54865 -0.77832 -0.59351 -1.0980 0.5910 0.5448
```
Positions in Å, forces in eV/Å.

Output
Total charge: 0
HOMO energy: -11.975 eV
Calculated total energy: -1349.79742 a.u.
Energy above the lowest of the compared OMol25 structures with the same formula, charge and spin: 101.6 kJ/mol
LUMO energy: 0.437 eV
Structure (SMILES): C[Si](F)(Cl)Cl


A single CH3Cl2FSi molecule at a distorted geometry. Source: OMol25; level of theory: ωB97M-V/def2-TZVPD.

Structure (XYZ):
```
8
Properties=species:S:1:pos:R:3:forces:R:3
Cl -1.09490 -2.06212 0.14355 -0.7050 -0.3534 0.4202
Cl 2.25896 -2.46279 0.68268 -1.0291 0.2098 0.1264
Si 0.52096 -1.23708 0.96785 3.3942 0.8522 -0.9063
F 0.16848 1.21324 -0.40425 0.2364 -0.7210 0.0927
C 1.07635 0.12297 -0.26299 -3.1378 -0.7201 -0.8463
H 1.26719 -0.30806 -1.24708 -0.5949 -0.2895 -0.1846
H 1.97636 0.53392 -0.06513 3.0432 1.3646 1.4240
H 0.88290 -0.77681 2.34358 -1.2071 -0.3426 -0.1260
```
Positions in Å, forces in eV/Å.

Output
Total charge: 0
HOMO energy: -10.994 eV
Calculated total energy: -1349.70926 a.u.
Energy above the lowest of the compared OMol25 structures with the same formula, charge and spin: 333.0 kJ/mol
LUMO energy: 0.421 eV
Structure (SMILES): FC[SiH](Cl)Cl


A molecular structure, CH3Cl2N4 at a distorted geometry. Source: OMol25; level of theory: ωB97M-V/def2-TZVPD.

Structure (XYZ):
```
10
Properties=species:S:1:pos:R:3:forces:R:3
Cl -0.70903 1.65179 1.86766 0.2348 -0.3952 -0.3060
Cl -2.18335 -1.44548 -1.65182 1.3680 0.4141 1.3713
N 0.62934 -0.62143 0.92755 3.2103 2.4272 2.3534
N -1.02737 -0.88173 -0.48457 0.5904 -1.0387 1.1701
N 0.29317 0.56163 0.47058 3.1290 6.3563 -0.3208
N -0.51385 0.42463 -0.61668 -0.5803 -0.9438 -1.6047
C -0.21245 -1.40841 0.49454 -3.4573 -4.7775 -1.9141
H -1.35331 0.97337 -0.71553 0.2061 1.4568 0.3018
H 1.31636 1.44390 0.36537 -3.8469 -3.3643 0.1274
H -0.15814 -2.38116 0.99926 -0.8541 -0.1348 -1.1785
```
Positions in Å, forces in eV/Å.

Output
Total charge: +1
HOMO energy (alpha / beta): -14.381 / -14.381 eV
Calculated total energy: -1178.77613 a.u.
Energy above the lowest of the compared OMol25 structures with the same formula, charge and spin: 420.9 kJ/mol
LUMO energy (alpha / beta): -6.548 / -6.550 eV


A gas-phase ion, CH3Cl2N4 (charge +1) at a distorted geometry. Source: OMol25; level of theory: ωB97M-V/def2-TZVPD.

Structure (XYZ):
```
10
Properties=species:S:1:pos:R:3:forces:R:3
Cl -2.20206 1.45571 0.09505 -2.8011 4.2678 -0.5707
Cl 2.65586 1.03599 0.19611 -2.1142 -1.3673 -0.9689
N -1.09464 -0.14877 0.30167 4.3916 -4.1263 0.3185
N -0.75395 -0.77504 -0.82410 2.2277 0.5844 -2.3181
N 1.12146 0.18627 -0.12174 0.1956 1.1147 4.0460
N 0.20331 0.34040 0.91461 -2.5726 -0.0991 -0.4222
C 0.50338 -0.45831 -1.11857 -1.2370 -0.6538 -0.4147
H -1.80488 -0.78260 0.71286 0.7910 0.6382 1.3278
H 1.10346 -0.68740 -1.95344 -0.0678 -0.4665 -1.2176
H 0.26805 -0.16625 1.79755 1.1867 0.1079 0.2198
```
Positions in Å, forces in eV/Å.

Output
Total charge: +1
HOMO energy (alpha / beta): -12.332 / -14.885 eV
Calculated total energy: -1178.72847 a.u.
2S+1: 3
Energy above the lowest of the compared OMol25 structures with the same formula, charge and spin: 123.6 kJ/mol
LUMO energy (alpha / beta): -6.421 / -8.417 eV
Expectation value of S²: 2.01


2 unconnected molecules or ions with the total composition CH3Cl2NOS at a distorted geometry. Source: OMol25; level of theory: ωB97M-V/def2-TZVPD.

Structure (XYZ):
```
9
Properties=species:S:1:pos:R:3:forces:R:3
Cl -2.20958 -0.32945 -1.03093 0.4085 -0.2333 0.2982
Cl 2.05578 0.16989 -1.44954 -0.1234 0.3905 -2.0092
S -0.48713 1.47247 0.57143 -1.0702 0.3920 0.1716
O 0.75059 0.66880 0.45190 0.1163 -0.1078 1.3360
N 3.18899 -0.76591 -0.81328 -0.3785 -2.9223 1.6644
C -1.80923 0.22793 0.67719 -1.0306 2.5504 -2.9273
H -1.35316 -0.57003 1.17856 -0.3251 -1.2344 1.2457
H -2.77393 0.77986 0.83081 1.0545 -0.9836 1.2732
H 2.63767 -1.65355 -0.41614 1.3485 2.1486 -1.0526
```
Positions in Å, forces in eV/Å.

Output
Total charge: 0
HOMO energy (alpha / beta): -9.139 / -9.102 eV
Calculated total energy: -1488.29125 a.u.
Energy above the lowest of the compared OMol25 structures with the same formula, charge and spin: 232.9 kJ/mol
LUMO energy (alpha / beta): -0.438 / -1.528 eV


A molecular structure, CH3Cl2OPS at a distorted geometry. Source: OMol25; level of theory: ωB97M-V/def2-TZVPD.

Structure (XYZ):
```
9
Properties=species:S:1:pos:R:3:forces:R:3
Cl 1.37783 0.58556 -1.12598 -0.5718 -0.5641 -0.6250
Cl 3.10812 -2.33148 1.26403 -0.1494 -0.3988 -0.4940
S 2.52516 -3.58610 -0.31059 0.6247 0.5350 0.4746
P 0.30841 0.94152 1.40977 -1.5096 1.3534 -0.8548
O 1.10736 -3.86822 -0.18657 -0.4802 -0.1006 0.0164
C -0.28610 0.77382 -0.40887 1.3073 4.0461 0.6686
H 0.75317 -0.30528 1.23878 0.7849 -1.9711 0.4207
H -1.06091 0.10619 -0.66504 -0.2189 -1.3648 -0.3789
H -0.58454 1.80558 -0.81782 0.2131 -1.5352 0.7723
```
Positions in Å, forces in eV/Å.

Output
Total charge: 0
HOMO energy (alpha / beta): -8.329 / -9.452 eV
Calculated total energy: -1774.95605 a.u.
Energy above the lowest of the compared OMol25 structures with the same formula, charge and spin: 544.0 kJ/mol
LUMO energy (alpha / beta): -1.623 / -0.986 eV


2 unconnected molecules or ions with the total composition CH3Cl2OPS at a distorted geometry. Source: OMol25; level of theory: ωB97M-V/def2-TZVPD.

Structure (XYZ):
```
9
Properties=species:S:1:pos:R:3:forces:R:3
Cl 2.22561 0.05843 2.99540 0.3740 -0.5321 0.4921
Cl -0.62877 -0.73576 1.62116 -0.0636 -0.2560 0.5115
S -0.76316 0.83964 -2.71302 0.4552 2.0986 -0.6263
P 0.92176 0.54344 1.60685 -0.6188 0.2728 -1.0144
O 0.48951 1.93308 1.74381 0.2283 -0.2220 -0.4265
C -1.19164 -0.56040 -2.03998 -1.2138 -0.3634 2.5341
H -1.62391 -0.69422 -1.02135 0.4140 0.2252 -1.0837
H 1.49040 -0.00810 0.42131 0.0706 0.7258 0.4729
H -0.91979 -1.37609 -2.61418 0.3542 -1.9490 -0.8596
```
Positions in Å, forces in eV/Å.

Output
Total charge: 0
HOMO energy (alpha / beta): -7.244 / -10.859 eV
Calculated total energy: -1775.01943 a.u.
2S+1: 3
Energy above the lowest of the compared OMol25 structures with the same formula, charge and spin: 0.0 kJ/mol
LUMO energy (alpha / beta): 0.475 / -2.287 eV
Expectation value of S²: 2.01


2 unconnected molecules or ions with the total composition CH3Cl2PS at a distorted geometry. Source: OMol25; level of theory: ωB97M-V/def2-TZVPD.

Structure (XYZ):
```
8
Properties=species:S:1:pos:R:3:forces:R:3
Cl -2.78722 1.34591 0.01633 -1.4288 0.5250 0.2756
Cl -1.62879 -2.22302 0.15908 0.3887 1.6517 0.5481
S -0.07843 0.91297 -0.86797 0.0590 -0.3042 0.8306
P -1.11693 0.77912 0.87987 -0.1167 -1.7257 -1.6718
C 1.26977 -0.06238 -0.13185 -1.6414 -1.8890 -2.1227
H 1.11735 -1.15048 -0.40392 0.1509 1.2726 0.2221
H 2.13076 0.35449 -0.53821 1.8545 0.4421 -0.0955
H 1.09350 0.04339 0.88667 0.7337 0.0275 2.0136
```
Positions in Å, forces in eV/Å.

Output
Total charge: 0
HOMO energy (alpha / beta): -9.091 / -9.093 eV
Calculated total energy: -1699.79349 a.u.
Energy above the lowest of the compared OMol25 structures with the same formula, charge and spin: 249.6 kJ/mol
LUMO energy (alpha / beta): -2.504 / -2.503 eV


A molecular structure, CH3Cl3NO3PS at a distorted geometry. Source: OMol25; level of theory: ωB97M-V/def2-TZVPD.

Structure (XYZ):
```
13
Properties=species:S:1:pos:R:3:forces:R:3
Cl -2.45991 -2.45271 0.26456 0.5718 -1.9847 0.6809
Cl -1.56333 2.82852 0.06197 0.1551 -0.2818 -0.2043
Cl -5.12052 -0.84822 0.79938 -0.7027 -0.0347 0.8177
S -3.21971 1.67138 -0.17587 1.2194 0.2021 -1.7104
P -3.68271 -1.11683 -0.53910 0.4192 0.5792 -1.2490
O -3.75931 1.90733 -1.48308 0.6639 -0.5962 0.1137
O -0.00080 -0.83463 -1.26294 -1.1599 0.6486 -1.0077
O -4.04768 2.02138 0.89791 -0.5954 -0.3985 1.6370
N -2.52035 0.10785 -0.00563 -0.8742 1.5769 -0.5546
C 0.68718 -1.40825 -0.47922 0.5498 0.6124 0.2258
H 0.98150 -2.42055 -0.69435 0.4103 -0.8398 0.3004
H -1.62873 -0.07973 -0.54628 -0.8814 0.9267 0.4591
H 1.05062 -0.84474 0.38562 0.2241 -0.4103 0.4912
```
Positions in Å, forces in eV/Å.

Output
Total charge: 0
HOMO energy: -10.084 eV
Calculated total energy: -2440.49172 a.u.
Energy above the lowest of the compared OMol25 structures with the same formula, charge and spin: 0.0 kJ/mol
LUMO energy: -0.061 eV